{"formula": "C23H52LuP4Se", "method": "ωB97M-V/def2-TZVPD", "homo_ev": [-16.769, -17.152], "homo_lumo_gap_ha": [0.1290, 0.1761], "total_charge": 3, "elements": ["Lu", "P", "P", "P", "H", "C", "C", "H", "C", "C", "C", "C", "C", "C", "C", "C", "C", "H", "H", "H", "H", "H", "H", "H", "H", "H", "H", "H", "H", "H", "H", "H", "H", "H", "H", "H", "H", "H", "H", "H", "H", "H", "H", "H", "H", "H", "C", "C", "C", "C", "C", "C", "Se", "H", "H", "H", "H", "H", "H", "C", "C", "P", "C", "C", "C", "C", "H", "H", "H", "H", "H", "H", "H", "H", "H", "H", "H", "H", "H", "H", "H"], "xyz": [[-0.050, -0.366, -0.173], [-1.087, -2.661, 1.025], [1.945, -0.907, 1.989], [1.812, -2.057, -1.335], [-2.765, 3.041, -5.643], [-2.883, 2.015, -6.033], [-3.171, 0.969, -5.213], [-3.388, 1.052, -4.118], [-2.563, -2.501, 2.105], [-0.220, -4.014, 1.919], [-1.777, -3.618, -0.386], [3.250, 0.379, 1.885], [1.496, -0.791, 3.763], [2.980, -2.429, 2.030], [1.319, -1.970, -3.108], [2.115, -3.849, -1.147], [3.522, -1.405, -1.461], [-2.818, 1.919, -7.138], [-3.297, -0.058, -5.580], [-3.241, -1.743, 1.688], [-2.264, -2.206, 3.121], [-3.084, -3.467, 2.138], [0.163, -3.646, 2.880], [0.601, -4.425, 1.316], [-0.945, -4.816, 2.124], [-2.302, -2.949, -1.085], [-2.484, -4.348, 0.030], [-0.981, -4.151, -0.924], [4.010, 0.285, 2.669], [2.784, 1.368, 1.970], [3.734, 0.302, 0.908], [2.356, -0.905, 4.439], [0.770, -1.582, 3.994], [1.052, 0.190, 3.958], [3.648, -2.453, 2.905], [3.604, -2.500, 1.134], [2.328, -3.307, 2.083], [2.116, -2.468, -3.677], [1.212, -0.922, -3.431], [0.366, -2.497, -3.258], [2.677, -4.172, -2.032], [1.169, -4.404, -1.102], [2.712, -4.066, -0.252], [4.004, -1.910, -2.311], [4.098, -1.600, -0.545], [3.478, -0.319, -1.650], [1.302, 2.253, -2.484], [-0.063, 2.324, -2.857], [-0.429, 2.712, -4.136], [0.557, 2.945, -5.096], [1.907, 2.954, -4.726], [2.292, 2.600, -3.435], [1.691, 1.713, -0.733], [-0.925, -0.158, -1.800], [-0.822, 1.993, -2.145], [-1.492, 2.770, -4.376], [0.325, 3.164, -6.143], [2.655, 3.256, -5.465], [3.354, 2.591, -3.158], [-3.540, 1.413, 0.746], [-2.381, 2.297, 1.202], [-0.951, 1.338, 1.927], [0.242, 2.663, 2.437], [-0.273, 4.068, 2.720], [-1.730, 0.778, 3.507], [-2.027, 1.861, 4.534], [-3.249, 0.697, -0.035], [-4.339, 2.046, 0.342], [-3.975, 0.850, 1.578], [-1.957, 2.871, 0.361], [-2.705, 3.030, 1.953], [0.785, 2.249, 3.301], [0.932, 2.703, 1.575], [-0.860, 4.145, 3.641], [0.586, 4.747, 2.836], [-0.859, 4.435, 1.869], [-2.649, 0.249, 3.212], [-1.066, 0.015, 3.932], [-2.649, 2.664, 4.127], [-2.573, 1.426, 5.378], [-1.113, 2.303, 4.943]], "forces_ev_per_a": [[-0.36, -1.13, 1.88], [-0.68, -1.26, 0.29], [1.07, 0.17, 0.69], [0.49, -0.17, -0.99], [-0.39, -0.60, -0.34], [-0.20, -0.17, -0.01], [-0.22, 0.01, 0.28], [0.42, 0.30, -1.08], [-0.02, 0.36, -0.15], [0.22, 0.18, 0.01], [-0.08, 0.22, -0.05], [-0.10, 0.10, -0.02], [-0.25, 0.00, 0.03], [-0.09, -0.23, -0.09], [0.04, -0.08, 0.16], [-0.12, -0.10, 0.20], [-0.03, -0.01, 0.03], [0.04, -0.12, 0.94], [0.10, 0.57, -0.12], [0.07, -0.20, 0.21], [-0.12, -0.08, -0.30], [0.13, 0.24, 0.06], [-0.03, -0.18, -0.25], [-0.23, 0.11, 0.24], [0.18, 0.25, -0.11], [0.08, -0.29, 0.14], [0.14, 0.09, -0.27], [-0.26, 0.17, 0.12], [-0.16, -0.07, -0.11], [0.20, -0.11, 0.03], [0.11, 0.10, 0.10], [-0.10, -0.04, -0.41], [0.06, 0.26, 0.10], [-0.01, -0.25, 0.06], [-0.27, 0.23, -0.22], [-0.17, -0.05, 0.24], [0.25, 0.12, -0.04], [-0.30, 0.16, -0.07], [0.00, -0.40, 0.07], [0.27, 0.23, -0.03], [-0.10, -0.01, 0.17], [0.32, 0.10, -0.03], [-0.22, 0.04, -0.24], [0.01, 0.24, 0.27], [-0.13, 0.19, -0.42], [0.23, -0.36, 0.02], [-1.05, -0.54, 0.53], [-0.60, -0.22, -0.36], [-0.90, -0.50, 1.29], [0.21, 0.47, -0.67], [1.33, -0.18, 0.88], [0.91, 0.69, -1.27], [1.07, 1.09, -1.06], [-0.49, 0.15, -0.72], [0.20, 0.35, -0.31], [0.65, 0.10, 0.11], [-0.19, -0.09, 0.38], [-0.18, -0.28, 0.33], [-0.47, 0.05, -0.13], [-0.17, 0.09, 0.02], [0.65, -0.02, -0.10], [-1.28, 1.00, 0.54], [0.20, -0.46, -0.26], [0.09, 0.39, -0.04], [0.17, -0.75, -0.26], [-0.09, 0.17, 0.22], [0.00, 0.11, 0.05], [0.14, -0.22, 0.02], [0.07, 0.10, -0.13], [-0.26, -0.06, 0.14], [0.05, -0.20, -0.24], [0.07, 0.20, -0.31], [0.12, 0.18, 0.47], [0.06, -0.10, -0.36], [-0.25, -0.23, -0.03], [0.04, 0.05, 0.30], [0.25, 0.16, 0.11], [-0.23, 0.11, 0.03], [0.09, -0.13, 0.09], [0.09, 0.05, -0.18], [-0.12, -0.07, -0.09]], "mulliken_charge": [1.012, 0.711, 0.952, 0.657, 0.457, -0.538, -0.259, 0.224, -1.365, -1.391, -1.231, -1.296, -1.247, -1.176, -1.161, -1.369, -1.034, 0.291, 0.276, 0.300, 0.322, 0.582, 0.378, 0.294, 0.547, 0.354, 0.488, 0.323, 0.543, 0.254, 0.289, 0.577, 0.280, 0.240, 0.544, 0.305, 0.242, 0.553, 0.234, 0.355, 0.510, 0.305, 0.380, 0.532, 0.308, 0.132, 0.664, -0.336, -0.786, -0.116, -0.692, -0.292, -0.067, -0.353, 0.259, 0.302, 0.471, 0.429, 0.492, -1.218, -0.759, 0.492, 0.385, -1.563, -0.255, -1.561, 0.255, 0.415, 0.288, 0.436, 0.554, 0.351, -0.290, 0.294, 0.437, 0.321, 0.469, 0.208, 0.292, 0.441, 0.353]}



{"formula": "C23H52MnP4Se", "method": "ωB97M-V/def2-TZVPD", "spin_multiplicity": 5, "homo_ev": [-15.539, -17.405], "homo_lumo_gap_ha": [0.1218, 0.2564], "total_charge": 3, "elements": ["Mn", "P", "P", "P", "H", "C", "C", "H", "C", "C", "C", "C", "C", "C", "C", "C", "C", "H", "H", "H", "H", "H", "H", "H", "H", "H", "H", "H", "H", "H", "H", "H", "H", "H", "H", "H", "H", "H", "H", "H", "H", "H", "H", "H", "H", "H", "C", "C", "C", "C", "C", "C", "Se", "H", "H", "H", "H", "H", "H", "C", "C", "P", "C", "C", "C", "C", "H", "H", "H", "H", "H", "H", "H", "H", "H", "H", "H", "H", "H", "H", "H"], "xyz": [[-0.013, 0.800, -0.861], [0.769, -0.894, 0.696], [2.199, 1.589, -1.172], [-0.247, -1.148, -2.474], [-3.996, -0.702, 2.370], [-3.147, -1.405, 2.219], [-2.401, -1.655, 3.455], [-2.575, -1.030, 4.329], [0.869, -0.377, 2.456], [2.462, -1.588, 0.451], [-0.215, -2.437, 0.864], [2.255, 3.308, -1.823], [3.448, 1.667, 0.171], [3.065, 0.660, -2.496], [-1.976, -1.746, -2.305], [0.775, -2.678, -2.420], [-0.182, -0.805, -4.282], [-3.532, -2.323, 1.717], [-1.843, -2.582, 3.575], [-0.082, 0.066, 2.777], [1.675, 0.354, 2.600], [1.075, -1.250, 3.092], [3.204, -0.972, 0.972], [2.735, -1.651, -0.608], [2.489, -2.600, 0.877], [-0.863, -2.383, 1.747], [0.460, -3.296, 0.972], [-0.851, -2.598, -0.013], [3.300, 3.547, -2.066], [1.887, 4.026, -1.079], [1.641, 3.403, -2.728], [4.094, 0.782, 0.142], [2.977, 1.733, 1.160], [4.071, 2.561, 0.025], [3.852, 1.306, -2.907], [2.377, 0.380, -3.305], [3.527, -0.250, -2.093], [-2.073, -2.721, -2.804], [-2.659, -1.025, -2.772], [-2.265, -1.846, -1.252], [0.529, -3.281, -3.305], [0.581, -3.272, -1.521], [1.842, -2.425, -2.456], [-0.100, -1.764, -4.810], [0.683, -0.187, -4.544], [-1.089, -0.289, -4.621], [-2.672, 1.565, -2.976], [-3.649, 1.469, -1.983], [-4.975, 1.200, -2.348], [-5.321, 1.078, -3.700], [-4.346, 1.242, -4.692], [-3.021, 1.508, -4.331], [-0.711, 1.737, -2.538], [-2.358, -0.848, 1.413], [-3.375, 1.594, -0.934], [-5.737, 1.093, -1.575], [-6.353, 0.865, -3.980], [-4.614, 1.167, -5.746], [-2.257, 1.673, -5.092], [-2.002, 1.790, 3.103], [-2.199, 2.126, 1.628], [-0.706, 2.492, 0.613], [-1.134, 4.076, -0.277], [-2.153, 5.021, 0.360], [0.594, 3.108, 1.783], [0.229, 4.307, 2.658], [-2.068, 0.708, 3.273], [-2.816, 2.241, 3.691], [-1.060, 2.161, 3.520], [-2.707, 1.292, 1.121], [-2.873, 2.987, 1.531], [-0.182, 4.601, -0.449], [-1.495, 3.773, -1.277], [-1.950, 5.225, 1.419], [-2.123, 5.984, -0.167], [-3.179, 4.643, 0.265], [0.892, 2.256, 2.409], [1.472, 3.360, 1.169], [-0.692, 4.160, 3.234], [1.039, 4.468, 3.382], [0.134, 5.228, 2.072]], "forces_ev_per_a": [[1.59, -3.82, 3.02], [0.59, -0.76, 1.44], [1.68, 1.15, -0.54], [-0.62, -0.88, -0.63], [0.62, -0.39, -0.21], [0.79, 1.18, -1.69], [-0.29, -0.34, 0.36], [0.18, -0.29, -0.15], [-0.01, 0.16, -0.05], [0.12, 0.18, -0.29], [-0.48, -0.10, -0.38], [-0.54, 0.00, -0.01], [-0.23, -0.24, 0.44], [-0.40, -0.43, 0.01], [-0.03, 0.09, 0.20], [0.19, 0.13, 0.33], [0.20, 0.16, 0.04], [0.43, 0.62, 0.24], [-0.09, 0.23, 0.16], [0.23, -0.16, -0.05], [-0.16, -0.21, -0.02], [-0.02, 0.17, -0.24], [-0.21, -0.16, -0.10], [-0.04, -0.06, 0.30], [0.00, 0.34, -0.08], [0.32, 0.07, -0.32], [-0.13, 0.27, 0.00], [0.13, -0.11, 0.35], [-0.24, -0.15, 0.11], [0.15, -0.19, -0.17], [0.22, -0.01, 0.22], [-0.18, 0.23, -0.03], [0.20, -0.02, -0.24], [-0.23, -0.21, -0.06], [-0.19, -0.10, 0.17], [0.23, 0.15, 0.16], [-0.12, 0.25, -0.10], [0.04, 0.24, 0.10], [0.20, -0.21, 0.08], [-0.01, -0.04, -0.24], [0.01, 0.18, 0.27], [0.08, 0.14, -0.22], [-0.24, -0.12, -0.08], [-0.06, 0.24, 0.15], [-0.14, -0.15, -0.04], [0.23, -0.17, 0.16], [0.06, -0.12, -0.28], [0.25, -0.21, 0.28], [0.24, 0.19, -0.19], [0.25, -0.01, 0.06], [0.07, 0.14, 0.36], [0.36, -0.11, 0.00], [-3.20, 3.28, -4.50], [-1.89, -1.14, 1.38], [-0.19, -0.13, -0.28], [0.23, 0.09, -0.21], [0.32, 0.05, 0.09], [0.09, 0.09, 0.29], [-0.27, -0.13, 0.09], [-0.08, -0.27, 0.52], [-0.47, -0.48, -0.45], [0.11, 2.20, 1.08], [-0.07, -0.29, -0.75], [-0.17, 0.18, 0.24], [0.24, -0.65, -0.14], [-0.01, 0.38, 0.16], [0.18, 0.42, -0.04], [0.28, -0.09, -0.20], [-0.27, -0.16, -0.04], [-0.04, 0.22, 0.21], [0.37, -0.11, -0.17], [-0.18, -0.21, 0.09], [0.11, 0.34, 0.48], [-0.12, -0.06, -0.30], [0.03, -0.29, 0.12], [0.26, 0.07, 0.03], [-0.07, 0.26, -0.13], [-0.25, -0.04, 0.12], [0.21, 0.07, -0.21], [-0.20, -0.05, -0.20], [0.02, -0.24, 0.14]], "lowdin_spin": [2.906, -0.036, -0.109, -0.002, 0.002, 0.105, 0.665, 0.032, 0.000, 0.004, 0.000, -0.009, -0.013, -0.018, 0.001, 0.003, 0.006, 0.012, 0.034, 0.005, 0.000, -0.001, 0.000, 0.000, 0.000, 0.004, -0.001, 0.001, -0.004, 0.000, 0.002, 0.000, -0.001, -0.003, -0.005, -0.001, 0.000, 0.000, 0.000, 0.001, 0.000, 0.000, 0.000, -0.001, 0.001, 0.004, 0.041, 0.018, 0.000, 0.019, -0.003, 0.018, 0.334, 0.058, 0.001, 0.000, 0.001, 0.000, 0.000, 0.003, -0.019, -0.076, 0.009, -0.002, 0.000, -0.002, 0.006, -0.001, 0.000, 0.003, -0.003, 0.000, 0.011, 0.001, 0.000, 0.000, 0.000, 0.000, 0.000, 0.000, 0.000]}



{"formula": "C23H53O2OsP3", "method": "ωB97M-V/def2-TZVPD", "spin_multiplicity": 5, "homo_ev": [-19.737, -21.920], "homo_lumo_gap_ha": [0.2529, 0.1482], "total_charge": 4, "elements": ["Os", "C", "O", "C", "O", "P", "C", "H", "C", "H", "C", "H", "C", "P", "H", "H", "C", "H", "C", "H", "H", "H", "C", "H", "H", "H", "C", "H", "H", "H", "C", "H", "H", "H", "C", "H", "H", "H", "C", "H", "H", "H", "C", "H", "H", "H", "C", "H", "C", "H", "H", "C", "H", "H", "H", "C", "H", "H", "H", "C", "H", "H", "H", "C", "H", "H", "H", "H", "H", "C", "P", "C", "C", "H", "H", "H", "H", "H", "H", "H", "H", "H"], "xyz": [[-0.212, 0.126, 0.056], [0.668, -0.124, -1.593], [1.195, -0.256, -2.639], [0.449, 1.819, 0.447], [0.874, 2.878, 0.706], [-2.153, 0.753, -1.151], [-3.514, 1.589, -0.195], [-4.173, 1.958, -0.997], [-1.842, 2.058, -2.463], [-1.005, 2.621, -2.000], [-3.065, -0.691, -1.890], [-3.298, -1.320, -1.010], [2.413, -2.665, 0.418], [2.100, -0.893, 0.985], [3.456, -1.388, 2.887], [1.535, -3.186, 0.840], [3.739, -0.075, 0.547], [4.455, -0.895, 0.723], [-1.377, 1.474, -3.791], [-2.194, 0.968, -4.325], [-0.526, 0.796, -3.698], [-1.051, 2.319, -4.415], [-2.987, 3.041, -2.752], [-2.680, 3.659, -3.606], [-3.200, 3.715, -1.922], [-3.912, 2.524, -3.042], [-4.389, -0.299, -2.557], [-5.085, 0.205, -1.882], [-4.877, -1.225, -2.889], [-4.232, 0.330, -3.443], [-2.222, -1.538, -2.849], [-2.698, -2.527, -2.929], [-1.194, -1.690, -2.497], [-2.181, -1.100, -3.854], [-4.361, 0.647, 0.677], [-5.335, 0.444, 0.196], [-4.581, 1.127, 1.641], [-3.875, -0.320, 0.881], [-3.004, 2.819, 0.567], [-2.235, 2.566, 1.311], [-3.849, 3.267, 1.111], [-2.576, 3.578, -0.102], [3.693, -3.303, 0.992], [3.866, -3.116, 2.053], [4.577, -2.977, 0.429], [3.609, -4.392, 0.860], [2.413, -2.903, -1.091], [3.287, -2.448, -1.579], [2.181, 0.098, 3.738], [1.507, -2.539, -1.583], [2.468, -3.988, -1.264], [1.603, -2.353, 3.382], [1.267, 0.041, 4.347], [3.025, 0.145, 4.454], [2.158, 1.040, 3.178], [2.377, -1.145, 2.846], [1.563, -2.303, 4.480], [2.070, -3.306, 3.104], [0.564, -2.374, 3.022], [4.123, 1.110, 1.435], [3.398, 1.928, 1.338], [5.095, 1.491, 1.095], [4.219, 0.844, 2.490], [3.855, 0.362, -0.914], [3.592, -0.420, -1.633], [4.900, 0.658, -1.094], [3.230, 1.245, -1.112], [0.064, -0.418, 2.520], [-1.732, 0.612, 1.120], [-1.398, -1.799, 1.176], [-1.328, -0.172, 2.334], [-2.662, -0.754, 3.470], [-1.090, 1.472, 3.327], [-0.899, -1.701, 0.159], [-0.870, -2.589, 1.724], [-2.460, -2.028, 1.019], [-2.219, -0.911, 4.468], [-3.467, -0.016, 3.555], [-3.096, -1.699, 3.126], [-0.740, 1.177, 4.324], [-0.338, 2.119, 2.859], [-2.046, 2.001, 3.416]], "forces_ev_per_a": [[0.16, -0.63, -0.74], [2.86, -1.52, -6.17], [-2.16, 0.89, 4.64], [1.79, 5.91, 2.01], [-1.21, -3.52, -1.29], [-1.60, -0.91, 0.79], [0.19, 0.63, 0.24], [0.37, -0.22, 0.15], [1.12, 2.37, -2.99], [-0.22, -0.39, 0.19], [0.17, -0.27, -1.21], [0.15, 0.39, 0.17], [-1.14, 0.01, -0.29], [3.31, -1.91, 0.16], [-0.26, 0.16, -0.72], [0.24, -0.04, -0.06], [-0.07, 1.42, -0.74], [-0.50, -0.22, 0.07], [-0.07, -0.94, 0.74], [0.20, 0.31, 0.00], [-0.13, 0.17, -0.23], [0.05, 0.03, -0.03], [-0.61, -0.50, 0.89], [0.11, -0.19, -0.01], [-0.03, -0.10, -0.20], [0.14, 0.25, -0.16], [-0.12, 0.14, 0.21], [0.09, -0.12, -0.19], [0.08, 0.19, -0.03], [-0.01, -0.21, 0.08], [0.16, -0.01, 0.15], [0.13, 0.21, -0.12], [-0.21, -0.11, -0.08], [-0.07, -0.21, 0.24], [-0.27, -0.29, 0.20], [0.49, -0.05, 0.29], [0.07, -0.12, -0.26], [-0.28, 0.18, -0.01], [0.01, 0.11, 0.10], [-0.20, 0.09, -0.15], [0.30, -0.01, -0.22], [-0.11, -0.16, 0.34], [0.38, 0.03, 0.23], [0.04, -0.12, -0.17], [-0.23, -0.08, 0.10], [-0.03, 0.31, 0.00], [0.05, -0.01, -0.26], [-0.28, -0.20, 0.14], [-0.07, 0.14, 0.06], [0.05, -0.14, 0.02], [-0.01, 0.36, 0.02], [0.25, -0.20, 0.21], [0.21, -0.14, -0.15], [-0.46, 0.09, -0.27], [0.12, -0.13, 0.21], [-1.20, 0.32, 0.98], [0.04, -0.05, -0.31], [-0.26, 0.24, 0.10], [0.16, -0.02, 0.23], [-0.17, -0.05, 0.27], [0.23, -0.04, 0.03], [-0.21, -0.09, 0.06], [0.11, 0.12, -0.24], [-0.06, -0.09, -0.25], [0.18, 0.19, 0.15], [-0.34, -0.09, -0.04], [0.19, -0.12, 0.07], [-0.10, -0.19, 0.41], [-0.36, -0.17, 1.02], [-0.15, -0.71, 0.08], [-1.22, 0.52, 1.19], [-0.41, -0.88, 0.45], [0.32, 1.00, 0.71], [-0.16, -0.50, 0.03], [-0.24, 0.15, -0.11], [0.32, 0.11, 0.01], [0.02, 0.14, -0.30], [0.39, 0.13, -0.13], [0.20, 0.17, 0.06], [-0.12, -0.12, -0.23], [-0.19, -0.34, 0.01], [0.05, -0.34, -0.15]], "lowdin_spin": [0.883, 0.073, 0.048, 0.115, 0.094, 0.201, 0.044, 0.006, 0.200, 0.019, 0.074, 0.023, 0.030, 0.243, 0.023, 0.002, 0.055, 0.016, 0.061, 0.007, 0.004, 0.037, 0.055, 0.026, 0.001, 0.007, 0.018, 0.000, 0.007, 0.005, 0.024, 0.008, 0.006, 0.005, 0.021, 0.003, 0.001, 0.003, 0.004, 0.001, 0.001, 0.001, 0.023, 0.001, 0.002, 0.002, 0.004, 0.000, 0.014, 0.003, 0.000, 0.019, 0.003, 0.006, 0.002, 0.082, 0.003, 0.001, 0.009, 0.008, 0.003, 0.004, 0.000, 0.004, 0.001, 0.002, 0.001, 0.092, 0.083, 0.339, 0.352, 0.110, 0.265, 0.038, 0.009, 0.010, 0.007, 0.004, 0.002, 0.009, 0.012, 0.011]}



Computed energy relative to the best compared isomer or geometry (same formula, charge and spin), in the same sequence as the records: 52.31, 0.00, 79.13 kcal per mole.